54
Properties=species:S:1:pos:R:3:forces:R:3:mulliken_charge:R:1 method="wB97M-V/def2-TZVPD" total_charge=+1
H -4.657790 -3.344693 9.385228 -0.04 -0.13 0.03 0.435
C 2.559661 -0.205820 8.762725 1.01 0.65 -0.23 0.917
H -3.649168 -1.449477 8.962941 -0.04 -0.17 -0.39 0.532
H 3.296288 -0.529993 10.763777 0.22 0.04 -0.24 0.372
C -4.268929 -0.587390 5.715944 0.31 -0.15 0.58 -0.546
H -0.221151 -4.486854 12.685341 -0.23 0.02 0.21 0.345
C -4.730743 -3.333148 10.477873 -0.12 0.30 -0.20 -1.897
F -2.689443 0.193049 4.105220 -0.36 -0.48 1.34 -0.299
H -5.543182 -1.195699 7.362255 0.40 0.08 -0.14 0.431
H 1.019638 -0.924769 10.102006 0.10 -0.01 -0.17 0.398
H -5.070853 -0.481305 4.989096 0.20 0.07 0.14 0.454
C -0.507507 -6.024429 9.963912 0.03 0.25 0.00 -1.038
C -4.679813 -4.741722 11.059004 -0.15 -0.12 0.07 2.299
H -1.755923 -3.611579 12.941965 0.17 -0.30 0.03 0.327
C -1.033962 -1.295667 8.416105 0.25 1.24 0.09 0.182
H -5.659065 -4.085550 12.892819 0.21 -0.18 -0.14 0.447
C -4.756635 -4.634900 12.582887 0.01 0.00 0.30 -1.759
H -5.849719 -5.704360 9.496403 -0.07 0.07 0.14 0.403
H -3.555196 -5.754436 9.523655 -0.03 -0.15 0.19 0.365
C -5.882096 -5.560558 10.583383 -0.25 -0.05 -0.10 -1.863
C -3.462017 -1.194979 7.919072 0.41 -0.09 0.23 -0.568
C -2.108776 -1.009867 7.520903 -0.82 0.18 -0.70 0.852
H -1.688928 -5.391920 13.173814 0.15 0.37 -0.31 0.359
H -5.665765 -2.814445 10.742885 0.22 -0.23 -0.03 0.418
H -5.848745 -6.555189 11.045840 -0.08 0.16 -0.09 0.416
C -1.312715 -4.546905 12.569908 0.32 0.24 -0.19 -1.119
H -0.651401 -7.034061 10.381671 0.03 0.37 -0.12 0.336
H -0.871088 -0.197132 5.896033 -0.47 -0.10 -0.12 0.463
C 4.883881 0.136997 9.454657 0.06 0.04 -0.27 -0.446
H -1.249669 -1.660651 9.419958 -0.12 0.16 -0.20 0.476
C 0.278886 -0.948065 8.105706 0.52 -0.29 -0.17 -0.717
H 2.118466 0.397465 6.708124 0.44 0.07 0.09 0.512
C -3.424335 -5.514788 10.590503 0.03 0.54 -0.14 -1.207
C -4.516960 -1.013035 7.032610 0.12 0.16 -0.21 -0.497
H -3.894930 -4.113630 13.009593 -0.12 -0.02 -0.09 0.256
H -1.549203 -3.439379 9.981038 -0.09 -0.80 0.48 0.034
C 5.227803 0.544886 8.155133 -0.58 -0.16 0.35 -0.527
H 0.524830 -5.709071 10.162677 -0.11 -0.18 -0.11 0.307
C 2.885799 0.302925 7.475308 0.30 -0.37 0.28 -0.738
C 3.575154 -0.211486 9.758134 -0.54 -0.20 -0.14 -0.640
Si -1.688891 -4.780225 10.739476 -0.40 -0.33 0.22 -0.003
H -4.798529 -5.628106 13.044247 0.00 0.10 -0.06 0.426
F 4.518990 1.070201 5.942778 -0.31 -0.40 1.36 -0.286
H 5.653528 0.077112 10.225007 -0.24 0.05 -0.25 0.393
C 1.259995 -0.717609 9.056543 -0.63 -0.35 -0.06 -0.334
C -2.950951 -0.285511 5.367039 0.59 0.29 -0.79 0.171
H 0.545610 -0.808451 7.056354 -0.14 0.12 0.42 0.395
H -3.410414 -6.461223 11.151825 0.17 0.03 -0.25 0.487
H 6.252137 0.789186 7.886637 -0.23 0.01 0.01 0.447
H -3.905416 -2.714272 10.851689 -0.02 -0.09 0.06 0.381
H -6.841233 -5.092167 10.844432 0.22 -0.07 -0.02 0.419
C -1.876163 -0.460906 6.224718 -0.29 -0.36 0.03 -0.621
C 4.205501 0.639556 7.209506 -0.08 0.24 -0.98 0.353
H -0.651905 -6.069446 8.875265 0.07 -0.07 0.26 0.296

57
Properties=species:S:1:pos:R:3:forces:R:3:mulliken_charge:R:1 method="wB97M-V/def2-TZVPD" total_charge=+1
H 0.880722 -1.091070 -5.797828 -0.19 0.14 0.50 0.293
H 2.457624 -2.338723 -4.778834 -0.36 -0.26 0.57 0.235
C 1.459927 -2.719697 -4.485034 0.44 -0.02 -0.28 -0.527
H 1.986543 2.080561 0.425869 -0.21 -0.41 0.63 0.788
O 2.948962 -2.971789 1.939156 -1.39 0.47 -0.29 -0.539
H -0.494804 3.714420 -2.760714 -0.18 0.13 0.52 0.333
C 1.240505 -2.765124 -2.940214 0.17 0.25 -0.89 -0.401
C -0.166910 -1.026983 -3.811898 -0.04 0.43 -0.10 -0.022
H -0.352760 -2.285237 -5.604316 -0.10 0.00 0.28 0.267
H -1.055367 3.882442 0.887488 -0.44 -0.42 -0.53 0.298
H -1.483254 -2.670214 2.733244 0.47 0.37 -0.42 0.596
O 0.279920 -1.681582 -2.580772 0.49 -1.07 -1.42 -0.333
O 0.895164 -2.022183 1.697018 1.71 -2.58 -0.05 -0.883
H 1.375021 -3.710693 -4.971986 -0.03 0.44 0.51 0.286
Cl 0.022233 -4.657176 3.266744 0.60 0.37 0.29 -0.165
C -2.373651 0.370333 1.643761 -0.14 -0.36 0.91 -0.025
C -2.412633 2.034358 -1.876205 -0.47 0.07 0.44 -1.274
H -2.522321 4.378511 0.043648 0.43 -0.96 -0.25 0.411
Hf 0.045694 -0.348686 1.307752 0.73 3.57 1.74 2.284
H 0.132589 2.671550 2.311961 -0.03 -0.87 -0.11 0.517
H 0.901218 -3.800193 -2.684242 -0.14 1.16 0.33 0.303
C 0.960447 0.842016 3.380926 1.41 0.76 0.01 -0.820
H 0.186965 0.019501 -3.776640 -0.07 -0.38 0.00 -0.009
C 1.772131 1.492050 1.319752 -0.01 0.23 0.78 -0.729
C -1.777262 0.645419 2.909567 -1.37 -0.03 -0.91 -0.721
C -1.392601 2.684912 -0.921628 -0.05 0.74 -0.84 1.119
C -1.545321 -1.610868 2.497268 -1.79 0.24 0.52 -0.154
C -1.260519 -0.568946 3.422755 -0.80 -0.99 -0.22 -0.741
C 0.419262 -1.748839 -5.048340 -0.29 -0.16 0.06 -0.617
H 0.526420 1.497664 -2.452008 0.00 0.49 0.44 -0.479
H 0.467906 0.840741 4.351865 0.15 0.13 -0.52 0.739
H -1.841201 1.604769 3.446704 0.33 -0.60 -0.50 0.503
C 0.538552 2.165402 -1.569073 -0.17 0.25 -0.03 0.117
H -2.496092 2.841607 0.973163 0.12 0.35 -0.29 0.220
H -3.072830 1.025408 1.120785 0.78 -0.24 -0.12 0.888
H 2.741995 -0.405432 3.884040 -0.44 -0.35 -0.48 0.689
C 0.732712 1.754226 2.295155 1.20 0.01 -0.53 -0.287
H -1.948377 1.176525 -2.420490 -0.31 0.68 0.50 0.216
C -0.295654 3.461063 -1.709977 0.29 -0.33 0.27 -0.609
H -2.600622 -1.566552 0.515279 -0.10 -0.04 0.04 0.649
C 1.411839 -3.543862 3.575080 -0.56 -0.41 -0.44 0.106
H -2.756068 2.768157 -2.640154 0.00 -0.48 0.69 0.381
H 1.580700 2.309450 -1.237124 -0.64 -0.35 -0.02 0.428
H -3.271564 1.663722 -1.265323 0.45 0.17 -0.76 0.279
Cl 1.081599 -2.354017 4.845400 0.02 -0.57 0.23 -0.127
H -1.277656 -0.983736 -3.882814 0.67 -0.25 0.41 0.272
H 2.209917 -2.538850 -2.466393 -0.59 -0.19 0.23 0.265
C -2.198429 -1.030028 1.361253 -0.28 -0.10 0.57 -1.730
C 2.177245 0.143996 3.133811 -0.37 0.59 -0.23 -0.592
O -0.413004 1.625985 -0.557532 1.02 -0.07 0.16 -0.520
H 2.286728 -4.139186 3.845958 -0.43 0.09 0.16 0.439
H 0.064937 4.354633 -1.126193 -0.10 -1.03 -0.74 0.311
C 2.632983 0.488936 1.848443 -0.10 0.56 -0.24 -1.029
H 3.554610 0.152731 1.382062 -0.32 -0.12 0.06 0.489
C 1.797128 -2.826197 2.288483 1.18 0.47 -0.35 0.250
H -0.852925 -0.759905 4.416516 -0.16 0.27 -0.64 0.774
C -1.908367 3.474692 0.294837 0.05 0.21 0.32 -1.411

10
Properties=species:S:1:pos:R:3:forces:R:3:mulliken_charge:R:1 method="wB97M-V/def2-TZVPD" multiplicity=2 total_charge=+1
C -0.558749 -0.588467 1.400403 0.23 0.95 -0.09 0.161
H 1.352875 -0.323012 -1.389911 -0.46 1.09 2.10 0.297
H -0.787945 1.271387 -1.611068 2.32 -0.66 1.09 0.368
O 0.123373 1.291674 -1.146535 -3.14 3.04 -1.64 -0.452
C 0.792438 0.326814 -0.552827 1.25 -3.47 -0.37 -0.183
N -0.157660 -0.694611 0.026232 -0.42 0.49 -1.78 -0.035
H -0.717955 -1.087415 -0.803122 0.39 0.06 2.09 0.371
H 1.360652 0.716391 0.313557 0.22 -0.26 -0.99 0.350
H -1.357888 -1.245454 1.759453 0.23 -0.12 -0.07 0.396
O -0.049140 0.332693 2.003822 -0.61 -1.12 -0.34 -0.273

Density functional theory data (ωB97M-V/def2-TZVPD) for a molecular structure, C34H28BiBrN3O4SSb.

```
73
Properties=species:S:1:pos:R:3:forces:R:3:mulliken_charge:R:1
C -2.998611 2.163399 0.964235 0.14 -0.05 0.07 0.895
H -7.732516 4.978986 -3.037248 0.00 -0.01 -0.01 0.387
H -3.756250 -0.948409 0.830775 0.02 0.00 0.00 -0.072
H -1.216557 5.069713 0.613327 0.01 -0.01 0.00 0.525
H -1.997986 2.923346 4.635623 -0.01 0.00 0.00 0.412
C -4.642354 3.645664 -2.766798 -0.01 0.01 -0.02 -0.517
C 0.931062 -2.773740 0.536648 -0.03 0.02 -0.08 0.585
H -5.933907 2.197788 0.976520 0.01 0.01 -0.01 0.218
H -3.565365 1.062766 4.136906 0.00 0.00 0.00 0.458
H -4.764583 -2.477741 -3.723644 0.01 0.00 0.00 0.378
C -4.124769 0.100233 -3.740463 0.00 0.02 -0.01 -1.746
C -5.666127 4.443913 -3.256758 -0.01 -0.02 0.02 -0.645
C -2.158702 3.253145 1.254956 0.04 -0.06 0.04 0.569
C 1.254416 -4.202593 0.831879 0.00 0.01 0.06 0.221
C -3.959627 -1.259648 -0.184320 0.01 0.00 0.02 0.062
H -2.345114 4.414070 -0.564279 -0.01 0.01 0.01 0.229
H -8.117353 3.435770 -1.162905 0.00 0.01 0.00 0.384
H -1.157008 4.333338 2.803786 -0.01 0.00 0.01 0.431
C 0.354450 -5.221875 0.562850 -0.04 0.00 0.06 -0.315
C 2.482301 -4.521861 1.398881 0.06 -0.02 -0.09 -0.154
N -0.062469 -0.863042 -1.711085 -0.14 -0.04 -0.01 0.620
H -4.205418 0.602817 1.825514 -0.01 0.00 0.00 0.453
H 2.423558 0.302611 -3.591276 -0.01 0.01 -0.01 0.575
Br -0.411736 -7.967180 0.510484 -0.02 -0.02 -0.01 -0.186
H -3.664131 3.703294 -3.233681 0.01 0.00 0.02 0.469
H 2.282483 -7.749753 1.703189 0.01 0.00 -0.01 0.367
H -0.761479 3.652122 -0.332913 -0.01 0.01 0.00 0.238
O 1.998839 1.977375 -1.699132 -0.02 0.01 0.01 -0.675
C -6.400668 1.803625 0.071952 -0.01 -0.02 0.02 -1.011
C -0.425434 -1.940368 -2.406763 0.03 -0.01 0.01 -0.337
C -3.161138 1.669759 3.337109 0.01 0.00 0.01 -0.894
H 1.791080 -1.733662 -4.934362 -0.01 0.01 -0.01 0.433
C 1.978758 -6.741935 1.445806 0.00 -0.02 0.01 -0.143
C -4.301737 -2.591067 -0.385953 0.02 0.01 -0.01 -0.948
C 1.622449 -0.359589 -3.297312 0.01 0.01 0.02 -0.621
S 2.657007 0.933888 3.758421 -0.18 -0.12 -0.15 -0.419
Bi -0.768327 -0.327298 0.531303 0.41 0.24 0.23 1.945
O -0.329506 -2.453611 0.701738 0.04 -0.19 -0.06 -0.983
C -4.590224 -3.032353 -1.665339 0.00 -0.01 0.01 -0.759
H -4.288922 -0.470153 -4.653506 0.00 0.00 0.00 0.504
C -2.296808 2.717047 3.616381 0.00 -0.01 0.01 -0.787
C 1.498994 0.358184 2.825435 0.20 0.23 0.14 0.594
H -5.483720 5.116714 -4.084386 0.00 0.00 0.00 0.433
H -1.231664 -2.536533 -1.994807 -0.01 0.00 0.00 0.441
H -4.860618 -4.065250 -1.842749 -0.01 0.00 0.00 0.401
C 1.260988 -1.479290 -4.026027 0.00 -0.02 0.00 -0.434
C 0.209617 -2.274763 -3.586465 -0.01 0.01 -0.01 -0.929
N 0.625878 -0.076359 2.157926 -0.26 -0.18 0.02 -1.012
N 2.837866 -5.763992 1.711126 -0.03 0.01 -0.01 -0.606
H -4.885288 0.881382 -3.689922 0.00 0.00 0.01 0.290
O 1.782222 -1.989146 0.160997 0.02 0.08 0.07 -0.545
C -7.133414 3.495197 -1.613756 -0.02 -0.01 0.02 -0.668
C -4.849117 2.771271 -1.700080 -0.03 0.10 -0.05 0.318
H -4.341020 -3.270341 0.455821 0.00 0.00 0.00 0.462
C -1.592185 4.144031 0.179791 0.02 -0.02 -0.01 -1.601
Sb -3.109315 1.673923 -1.128256 -0.16 0.11 -0.23 1.385
H 3.197327 -3.734324 1.604023 -0.01 0.00 0.02 0.496
C 0.920106 -0.078263 -2.139920 -0.09 0.07 -0.06 0.555
O 0.356021 1.331302 -0.320623 0.24 -0.10 0.14 -0.508
C -4.178356 -0.801645 -2.535309 0.01 -0.06 0.03 0.622
H -0.613551 -5.008017 0.130343 -0.01 0.01 0.03 0.525
H -6.017703 0.793822 -0.083027 0.00 0.00 -0.01 -0.011
H -0.111622 -3.142682 -4.144361 0.02 -0.02 0.01 0.494
C 1.165689 1.186065 -1.332082 -0.05 -0.02 -0.12 0.165
C -3.886982 -0.343353 -1.235162 -0.06 -0.08 -0.04 0.837
C 0.738588 -6.512624 0.867337 0.04 0.03 -0.01 -0.094
C -6.113926 2.693864 -1.104536 -0.02 0.02 -0.01 0.597
C -1.820655 3.505842 2.583557 0.00 0.02 -0.02 -0.803
H -3.154963 0.598811 -3.830198 0.00 -0.01 0.01 0.280
C -3.503332 1.401510 2.020153 -0.11 0.04 -0.03 -0.825
C -4.532527 -2.136077 -2.721403 0.01 0.00 -0.02 -0.805
H -7.473299 1.736000 0.250123 0.00 -0.01 0.01 0.461
C -6.919786 4.363731 -2.673108 0.02 0.02 -0.01 -0.663
```
Forces are in eV/Å.

Maximum force per entry: 1.5 4.0 4.7 0.5 eV/Å
ΔE to the lowest compared entry with this formula, charge and spin per entry: 0.00 58.86 47.36 0.00 kcal per mole